Formula: C17H33BN6Si2Zn
Source: the OMol25 dataset
Level of theory: ωB97M-V/def2-TZVPD

ORCA input file:
```
! wB97M-V def2-TZVPD RIJCOSX def2/J DEFGRID3
* xyz 0 1
C -1.589 0.070 3.162
H 4.267 -1.175 0.212
H 1.247 -3.987 -0.376
C 0.348 -1.103 1.074
H -0.789 2.634 2.657
H 0.875 3.001 3.173
H -2.865 -0.350 0.940
H -1.642 0.918 2.470
H 3.505 -0.013 1.330
H -0.013 4.420 -1.158
C -3.935 0.070 -2.136
H 2.460 -0.498 -2.077
C 2.744 -2.976 2.223
H -0.968 -3.189 3.374
C -0.555 3.921 -1.950
H -1.100 5.543 -3.379
N -2.068 0.249 -0.932
C 1.873 -3.126 -0.646
H -2.391 0.693 -4.468
C -4.245 -0.293 -0.832
H -4.547 0.149 -3.026
Zn -0.139 0.355 -0.314
H 2.128 -3.858 2.444
N -0.417 0.105 -3.430
H -5.189 -0.618 -0.440
H 2.874 -3.491 -0.922
H -0.550 -2.327 4.872
C -1.656 3.450 -3.828
H 2.281 -1.294 -4.636
N 0.423 0.107 -2.320
H 3.738 -3.337 1.908
C 0.168 3.047 2.340
C 1.372 0.039 3.743
C 3.332 -0.653 0.456
H 0.716 -3.116 3.916
B -1.794 0.827 -3.431
H 3.085 0.012 -0.378
H 0.013 4.080 2.015
C -3.047 -0.172 -0.109
H 1.636 0.934 3.167
N -2.621 0.357 -2.199
H -2.479 -0.550 3.001
H -0.418 -1.838 0.727
C 0.233 -0.428 -4.482
H -2.162 3.417 -4.786
C 1.594 -0.418 -2.725
H 1.424 -2.648 -1.523
C 1.507 -0.798 -4.072
H -1.622 0.457 4.191
Si 2.007 -1.939 0.800
H 0.582 2.487 1.490
C -1.103 4.510 -3.112
H 2.279 -0.562 3.881
Si -0.018 -0.923 2.894
H 2.885 -2.416 3.157
N -1.450 2.320 -3.125
C -0.216 -2.543 3.846
H -0.250 -0.487 -5.446
N -0.778 2.601 -1.942
H 1.020 0.355 4.738
*
```

Summary:
Calculated total energy: -3379.4130 a.u.
Frontier orbital gap: 9.204 eV

Listed below, in e, are the Löwdin charges computed for each atom: -0.203 0.039 0.036 -0.440 0.004 0.024 0.076 -0.008 0.032 0.094 -0.064 0.084 -0.191 0.034 -0.157 0.076 -0.033 -0.184 0.116 -0.052 0.125 0.766 0.027 -0.007 0.090 0.038 0.036 -0.091 0.095 -0.015 0.036 -0.036 -0.179 -0.189 0.006 -0.487 -0.003 0.024 -0.116 0.005 -0.008 0.025 0.007 -0.063 0.117 -0.147 0.006 -0.054 0.043 0.378 0.000 -0.079 0.015 0.368 0.012 -0.044 -0.176 0.123 0.032 0.038